Entry 1:
C4H9BOS in the gas phase in a non-equilibrium geometry, computed with the ωB97M-V functional and the def2-TZVPD basis.

Structure (XYZ):
```
16
Properties=species:S:1:pos:R:3:forces:R:3
H 1.757 -1.259 -1.016 0.88 1.09 -0.76
C -0.945 2.732 0.389 -1.47 -2.32 4.27
C -0.127 -1.554 -0.503 -1.38 0.56 0.48
H 0.632 -1.101 -2.383 0.04 -0.40 -2.23
O -0.492 -0.207 1.567 0.61 1.20 -1.82
H -0.859 3.558 -0.179 0.36 3.23 -1.78
H 1.301 -1.285 1.225 -0.35 0.67 -0.70
H -0.599 2.919 1.530 -0.91 -0.52 -2.73
B -0.203 1.607 -0.235 -0.33 -2.20 2.45
H -2.058 2.432 0.365 1.55 0.37 0.36
S 0.742 1.027 -1.499 0.84 -0.59 -0.69
C 0.847 -0.813 -1.416 -0.10 -1.30 2.69
H -1.163 -1.165 -0.864 1.23 -1.11 1.33
C 0.183 -1.274 1.043 -0.16 -1.26 -0.33
H -0.044 -2.691 -0.602 0.00 1.61 -0.55
H 0.007 -2.286 1.535 -0.81 0.98 0.02
```
Forces are in eV/Å.

The calculation puts the energy above the lowest of the compared OMol25 structures with the same formula, charge and spin at 114.6 kcal/mol. The calculation puts the gap between HOMO and LUMO (spin up / spin down) at 7.54 / 7.54 eV. The HOMO energy (spin up / spin down) comes out at -0.288 / -0.288 hartree. The total energy is -655.955967 Ha. The largest force on an atom comes out at 5.07 eV/A.

Entry 2:
A 2-piece molecular cluster, C4H9BrN3 overall in a non-equilibrium geometry, computed with the ωB97M-V functional and the def2-TZVPD basis.

Structure (XYZ):
```
17
Properties=species:S:1:pos:R:3:forces:R:3
C -1.653 -0.821 0.927 -0.53 0.39 -0.81
H 0.641 0.550 1.408 1.14 -0.02 -2.30
N 2.688 2.257 0.085 0.24 -0.93 -0.52
N -0.126 0.513 -0.630 1.68 0.83 -1.19
H -0.552 1.506 -0.661 0.58 -2.19 -0.21
Br 2.162 -0.983 0.049 0.38 -0.16 -0.01
H -2.507 -1.911 -0.810 -0.93 1.24 0.55
C -2.433 -0.877 -0.381 0.48 -0.68 -0.64
H -1.826 0.016 1.628 0.21 -0.43 -0.75
H -0.417 -1.532 -0.764 -0.11 0.63 0.36
C 1.123 0.564 0.321 -1.59 0.95 1.89
H -3.164 -0.123 -0.664 0.17 -0.25 0.16
N 3.724 1.821 -0.034 -3.00 2.50 0.42
H -1.468 -1.762 1.366 0.05 -0.70 0.79
H 4.510 1.283 0.104 2.00 -2.09 0.05
H 0.253 0.148 -1.546 -0.11 2.03 0.56
C -0.955 -0.646 -0.397 -0.66 -1.11 1.66
```
Forces are in eV/Å.

The calculation puts the energy above the lowest of the compared OMol25 structures with the same formula, charge and spin at 124.8 kcal/mol. Its charge is +1. The calculation puts the gap between HOMO and LUMO at 7.75 eV. The HOMO energy comes out at -0.443 hartree. The total energy is -2895.632226 Ha. The largest force on an atom comes out at 3.93 eV/A.

Entry 3:
C4H9Cl as an isolated structure in a non-equilibrium geometry, computed with the ωB97M-V functional and the def2-TZVPD basis.

Structure (XYZ):
```
14
Properties=species:S:1:pos:R:3:forces:R:3
H 1.795 -0.827 1.363 -0.77 3.58 -3.18
H 0.524 1.101 -1.661 -2.34 -2.51 0.55
H -0.878 -1.676 0.350 0.02 -0.48 -1.11
H 1.658 1.559 0.378 1.07 -4.55 -0.29
C -0.270 0.261 -1.171 -2.71 4.31 -5.06
Cl -0.518 2.033 0.887 -0.55 0.86 0.49
H 1.481 -0.490 -1.301 1.10 1.52 4.49
H -0.316 -0.744 -1.702 1.15 0.84 1.54
H -2.005 -0.496 1.001 -2.53 0.66 0.46
C -1.032 -0.778 0.888 6.43 0.65 4.15
C -0.068 0.482 0.329 -1.86 -6.47 -1.82
H -1.350 0.567 -1.690 2.02 0.14 1.82
H -0.440 -1.174 2.022 -2.28 1.50 -3.00
C 1.419 0.184 0.308 1.25 -0.04 0.96
```
Forces are in eV/Å.

The calculation puts the energy above the lowest of the compared OMol25 structures with the same formula, charge and spin at 206.4 kcal/mol. The calculation puts the gap between HOMO and LUMO at 9.61 eV. The HOMO energy comes out at -0.343 hartree. The total energy is -617.675159 Ha. The largest force on an atom comes out at 7.68 eV/A.

Entry 4:
A 2-piece molecular cluster, C4H9Cl3O overall in a non-equilibrium geometry, computed with the ωB97M-V functional and the def2-TZVPD basis.

Structure (XYZ):
```
17
Properties=species:S:1:pos:R:3:forces:R:3
C -0.010 -0.005 -1.528 0.31 0.00 1.13
Cl 0.981 -2.065 0.924 0.07 0.51 0.10
H -1.761 0.135 -0.121 0.48 -0.20 -0.18
H -0.919 -1.292 -2.978 0.02 0.37 -0.18
H 2.368 2.199 4.633 -0.64 -0.70 -0.40
C -0.655 -0.226 -2.873 -0.37 -0.25 -0.47
H 0.095 0.028 -3.641 -0.46 -0.13 0.12
Cl -1.373 -1.150 2.353 0.54 0.29 -0.82
H -1.266 -1.508 -0.623 0.09 0.38 0.48
C -0.159 -0.699 1.050 -0.71 -0.24 -0.01
C -0.886 -0.517 -0.308 0.26 0.34 -0.68
H 1.541 1.896 3.349 0.33 -0.36 1.21
Cl 0.643 0.817 1.603 -0.34 -0.81 -0.92
H -1.560 0.380 -3.051 0.32 -0.21 0.14
H 0.263 1.065 -1.447 -0.12 -0.54 0.35
O 1.768 1.529 4.233 0.53 1.23 -0.31
H 0.929 -0.589 -1.574 -0.31 0.34 0.44
```
Forces are in eV/Å.

The calculation puts the energy above the lowest of the compared OMol25 structures with the same formula, charge and spin at 5.3 kcal/mol. The calculation puts the gap between HOMO and LUMO at 11.38 eV. As for the structure (SMILES): CCCC(Cl)(Cl)Cl.O. The HOMO energy comes out at -0.403 hartree. The total energy is -1613.610935 Ha. The largest force on an atom comes out at 1.37 eV/A.

Entry 5:
C4H9Cl8HgO as an isolated structure in a non-equilibrium geometry, computed with the ωB97M-V functional and the def2-TZVPD basis.

Structure (XYZ):
```
23
Properties=species:S:1:pos:R:3:forces:R:3
C -7.116 4.742 -13.766 0.71 -0.54 -0.19
H -11.735 2.247 -11.104 0.07 0.07 0.06
H -4.457 8.829 -9.709 -0.05 0.03 -0.19
C -11.056 2.373 -11.941 -0.45 0.15 0.18
Cl -9.498 2.930 -11.330 -0.40 -1.06 -0.28
Cl -9.382 4.786 -8.343 -0.47 -0.25 0.82
H -9.798 6.951 -7.621 0.22 0.16 0.01
H -6.502 5.546 -14.211 -0.20 0.20 0.07
Cl -6.309 3.323 -9.564 -0.56 0.47 0.11
Hg -7.844 5.021 -10.774 1.16 0.15 -0.89
Cl -9.547 6.852 -11.204 0.39 -0.49 0.24
H -8.173 5.045 -13.813 -0.01 0.05 0.08
H -6.984 3.885 -14.452 -0.25 0.08 -0.14
C -9.213 6.135 -7.212 0.03 -0.05 -0.32
O -6.635 4.351 -12.517 -0.86 0.67 0.45
Cl -6.012 7.219 -10.439 0.68 0.30 0.05
Cl -6.478 10.027 -9.902 0.11 0.10 0.27
C -5.495 8.611 -9.484 0.02 -0.17 -0.14
H -9.563 5.851 -6.227 -0.06 -0.17 -0.07
Cl -11.800 3.548 -13.039 0.00 -0.04 -0.08
H -10.955 1.428 -12.462 0.29 0.08 -0.08
Cl -7.510 6.592 -7.051 -0.06 0.17 0.06
H -5.580 8.375 -8.429 -0.32 0.09 -0.01
```
Forces are in eV/Å.

The calculation puts the energy above the lowest of the compared OMol25 structures with the same formula, charge and spin at 7.7 kcal/mol. Its charge is -1. The calculation puts the gap between HOMO and LUMO at 7.32 eV. The HOMO energy comes out at -0.169 hartree. The total energy is -4068.059948 Ha. The largest force on an atom comes out at 1.47 eV/A.

Entry 6:
An isolated ion of composition C4H9ClN and charge +1 in a non-equilibrium geometry, computed with the ωB97M-V functional and the def2-TZVPD basis.

Structure (XYZ):
```
15
Properties=species:S:1:pos:R:3:forces:R:3
C -1.217 0.406 -0.108 1.32 -1.06 0.07
H 1.737 -1.040 0.084 -0.85 1.87 0.28
C 1.095 -0.079 0.197 3.12 -2.04 -2.82
H 0.362 -2.455 -0.473 -0.59 0.61 0.43
C -0.517 -1.882 -0.096 -0.95 -1.68 0.61
Cl -2.759 -0.246 0.071 -0.46 0.52 -0.15
H -0.510 1.847 -1.419 -0.88 0.49 0.60
H -0.433 2.460 0.271 -0.68 -0.84 -0.61
N -0.223 -0.478 -0.046 -3.40 1.72 0.15
H -2.089 2.308 -0.446 0.61 -0.02 -0.48
H -1.358 -1.998 -0.861 1.07 -0.43 1.55
H 1.306 0.338 1.127 -0.04 0.91 1.58
H -0.745 -2.181 1.010 0.01 -0.09 -2.23
H 1.352 0.555 -0.651 0.65 0.39 0.33
C -1.080 1.873 -0.448 1.10 -0.37 0.69
```
Forces are in eV/Å.

The calculation puts the energy above the lowest of the compared OMol25 structures with the same formula, charge and spin at 1.3 kcal/mol. Its charge is +1. The calculation puts the gap between HOMO and LUMO at 10.69 eV. As for the structure (SMILES): CC(Cl)=[N+](C)C. The HOMO energy comes out at -0.572 hartree. The total energy is -672.464150 Ha. The largest force on an atom comes out at 4.67 eV/A.

Entry 7:
C4H9ClN2 in the gas phase in a non-equilibrium geometry, computed with the ωB97M-V functional and the def2-TZVPD basis.

Structure (XYZ):
```
16
Properties=species:S:1:pos:R:3:forces:R:3
C 0.184 -0.264 0.209 0.48 1.51 -1.28
H 0.138 -2.207 0.406 -2.94 0.47 0.01
H 0.649 1.590 -1.265 0.08 0.86 2.21
H 1.078 -1.262 -1.299 1.21 -0.55 0.30
H -0.705 2.203 -0.625 2.28 -0.21 1.39
N 1.425 -0.631 -0.582 -0.06 0.25 2.53
H 2.252 -0.931 0.107 -2.61 0.24 -2.41
C -0.718 -1.400 0.538 0.96 -2.82 2.60
C 0.480 1.122 0.830 -2.64 -0.23 -0.50
H -1.515 -1.606 1.484 2.55 0.94 -2.74
H -1.054 -0.983 -1.645 -0.54 0.62 -0.01
C -1.129 -0.539 -0.654 1.79 -0.76 2.46
H 1.492 1.026 1.396 -1.71 0.84 -1.24
H -0.412 1.387 1.547 2.09 -0.38 -1.04
N 0.348 2.098 -0.358 -0.86 -0.88 -1.31
Cl -2.512 0.398 -0.090 -0.09 0.09 -0.97
```
Forces are in eV/Å.

The calculation puts the energy above the lowest of the compared OMol25 structures with the same formula, charge and spin at 64.8 kcal/mol. The calculation puts the gap between HOMO and LUMO at 9.84 eV. As for the structure (SMILES): NC[C@@]1(N)C[C@H]1Cl. The HOMO energy comes out at -0.329 hartree. The total energy is -727.383607 Ha. The largest force on an atom comes out at 3.96 eV/A.

Entry 8:
C4H9ClN2O in the gas phase in a non-equilibrium geometry, computed with the ωB97M-V functional and the def2-TZVPD basis.

Structure (XYZ):
```
17
Properties=species:S:1:pos:R:3:forces:R:3
C 1.327 1.897 -0.100 -0.18 -0.71 1.00
H 3.586 -1.540 0.074 -0.23 -0.18 0.09
H -1.264 1.150 1.177 0.05 -0.69 -1.98
N 1.061 0.454 0.031 0.68 1.15 0.15
N -0.105 -1.408 -0.508 0.14 -1.02 -0.14
Cl -2.869 -0.197 0.140 -0.43 -0.52 -0.09
H 0.717 2.419 0.638 0.09 0.13 -0.04
C 2.775 -1.015 0.578 -0.33 0.40 -1.38
H 2.056 -1.651 1.044 -0.39 -0.78 0.10
C -1.353 0.669 0.120 0.77 1.10 1.65
H 1.133 2.320 -1.075 0.02 -0.08 -0.50
H -1.460 1.450 -0.642 0.19 -0.04 0.30
C -0.118 -0.199 -0.180 -1.41 0.67 0.34
H -1.016 -1.842 -0.499 -0.38 0.17 -0.10
O 2.122 -0.250 -0.470 1.45 -0.66 0.10
H 3.182 -0.382 1.326 0.46 0.89 0.65
H 2.388 2.002 0.168 -0.48 0.18 -0.16
```
Forces are in eV/Å.

The calculation puts the energy above the lowest of the compared OMol25 structures with the same formula, charge and spin at 58.2 kcal/mol. The calculation puts the gap between HOMO and LUMO at 9.74 eV. As for the structure (SMILES): [H]/N=C(\CCl)N(C)OC. The HOMO energy comes out at -0.329 hartree. The total energy is -802.667589 Ha. The largest force on an atom comes out at 2.13 eV/A.

Entry 9:
An isolated ion of composition C4H9ClN5 and charge +1, computed with the ωB97M-V functional and the def2-TZVPD basis.

Structure (XYZ):
```
19
Properties=species:S:1:pos:R:3:forces:R:3
H 2.068 -0.270 3.699 -0.06 0.06 0.00
H 1.257 1.363 2.239 0.10 0.00 0.12
H -1.776 -0.936 2.280 0.05 -0.02 0.18
N 1.260 -0.482 3.140 -0.07 -0.24 0.21
N -0.220 0.224 1.481 -0.03 0.64 -0.42
C -0.609 -0.207 -1.572 -0.18 -0.28 0.02
H 0.838 -1.393 3.251 0.11 0.06 -0.02
N -0.477 1.097 -1.148 0.00 0.23 -0.06
H -0.346 1.165 -0.136 -0.01 -0.08 -0.07
H 0.692 -0.090 -3.195 -0.23 -0.07 0.00
Cl -0.843 -2.871 -1.707 0.03 0.06 0.23
N -1.454 -1.419 0.366 -0.60 -0.37 0.43
C -0.937 -1.315 -0.869 0.38 0.37 -0.83
H -1.178 1.753 -1.470 -0.07 -0.07 -0.02
H -0.906 0.141 -3.621 0.16 -0.20 0.12
C 0.750 0.405 2.287 0.35 -0.14 0.22
C -1.146 -0.754 1.412 -0.07 -0.17 -0.05
N -0.274 -0.391 -3.011 -0.01 -0.54 0.28
H -0.379 -1.426 -3.163 0.15 0.74 -0.34
```
Forces are in eV/Å.

The calculation puts the energy above the lowest of the compared OMol25 structures with the same formula, charge and spin at 0.0 kcal/mol. Its charge is +1. The calculation puts the gap between HOMO and LUMO at 8.97 eV. As for the structure (SMILES): N\C=N/C=N\C(Cl)=C(/N)[NH3+]. The HOMO energy comes out at -0.441 hartree. The total energy is -891.530054 Ha. The largest force on an atom comes out at 0.99 eV/A.

Entry 10:
C4H9ClO in the gas phase in a non-equilibrium geometry, computed with the ωB97M-V functional and the def2-TZVPD basis.

Structure (XYZ):
```
15
Properties=species:S:1:pos:R:3:forces:R:3
H -0.319 -1.225 -1.766 -0.12 0.35 1.17
C 0.833 0.968 -0.682 -3.50 1.82 0.06
H 1.861 0.902 -0.844 1.62 -0.61 -0.15
C 0.190 -0.102 0.216 0.26 -1.69 0.74
H 0.875 -1.864 -0.741 1.55 -1.08 0.07
Cl -2.458 0.843 -0.255 -3.63 1.11 -3.76
C -1.228 0.468 1.000 4.77 -1.89 2.50
H 0.252 0.758 -1.594 0.76 0.73 -0.35
O -0.761 1.556 1.660 -0.53 1.75 2.15
H -1.374 1.991 2.336 0.79 -1.13 -1.59
H -0.739 -1.994 -0.268 -2.59 -2.52 1.60
H 0.620 2.069 -0.431 0.23 -1.73 0.07
C -0.056 -1.397 -0.684 1.17 4.03 -1.42
H 0.954 -0.462 1.007 -1.61 0.83 -0.72
H -1.780 -0.300 1.643 0.83 0.03 -0.38
```
Forces are in eV/Å.

The calculation puts the energy above the lowest of the compared OMol25 structures with the same formula, charge and spin at 52.6 kcal/mol. The calculation puts the gap between HOMO and LUMO (spin up / spin down) at 4.49 / 6.77 eV. The HOMO energy (spin up / spin down) comes out at -0.137 / -0.401 hartree. The total energy is -692.941365 Ha. The largest force on an atom comes out at 5.71 eV/A. As for the multiplicity: 3.

Entry 11:
A 2-piece molecular cluster, C4H9ClOS overall in a non-equilibrium geometry, computed with the ωB97M-V functional and the def2-TZVPD basis.

Structure (XYZ):
```
16
Properties=species:S:1:pos:R:3:forces:R:3
H 0.838 -1.425 -1.303 -0.11 -0.47 1.25
C -0.903 0.251 -0.359 -2.22 -1.09 1.24
H -2.368 0.717 1.309 1.38 0.39 -0.43
H 1.791 -1.730 0.282 -1.89 -1.06 -0.71
H -1.706 -0.567 -0.734 1.67 1.72 0.58
H -2.382 1.697 -0.076 -0.56 0.54 -0.53
S 2.416 1.025 0.225 -1.03 -0.16 0.44
H 0.249 -0.336 1.480 -0.45 -0.12 0.88
O -0.275 0.822 -1.467 -0.21 0.17 0.46
C 0.068 -0.529 0.450 2.68 0.93 -1.67
C -1.673 1.229 0.575 -0.86 0.03 -0.52
H -0.165 -2.427 -0.070 2.56 0.58 -0.14
Cl 3.912 -0.341 -0.028 -0.43 -0.04 -0.07
C 0.746 -1.648 -0.196 -0.69 -0.38 -0.14
H 0.550 1.172 -1.066 0.16 -0.02 -0.74
H -1.098 2.091 0.978 0.00 -1.02 0.09
```
Forces are in eV/Å.

The calculation puts the energy above the lowest of the compared OMol25 structures with the same formula, charge and spin at 68.1 kcal/mol. The calculation puts the gap between HOMO and LUMO (spin up / spin down) at 6.93 / 6.92 eV. The HOMO energy (spin up / spin down) comes out at -0.312 / -0.312 hartree. The total energy is -1091.299820 Ha. The largest force on an atom comes out at 3.30 eV/A.

Entry 12:
C4H9F in the gas phase in a non-equilibrium geometry, computed with the ωB97M-V functional and the def2-TZVPD basis.

Structure (XYZ):
```
14
Properties=species:S:1:pos:R:3:forces:R:3
C 1.832 0.387 0.126 1.57 -2.65 -1.45
H -1.397 0.296 -1.299 -2.66 -3.04 2.06
H 2.117 0.399 1.202 -0.97 -0.42 -0.46
H -2.608 -0.935 -0.340 -3.85 -3.41 -0.78
H 0.125 -1.600 0.143 -2.28 1.19 -0.12
H -2.182 0.669 0.139 -0.09 -1.27 0.51
F 1.840 -1.043 -0.381 1.68 1.16 0.90
C -0.548 -0.696 0.408 2.70 0.37 0.64
C -1.843 -0.338 -0.240 3.94 6.47 -2.23
H 2.974 0.670 -0.317 -3.83 0.45 0.22
C 0.241 0.550 -0.205 3.07 3.44 5.48
H -0.507 -0.730 1.581 -0.35 0.60 -2.10
H -0.115 1.577 0.398 0.76 -2.55 -1.50
H 0.069 0.796 -1.214 0.31 -0.35 -1.15
```
Forces are in eV/Å.

The calculation puts the energy above the lowest of the compared OMol25 structures with the same formula, charge and spin at 106.4 kcal/mol. The calculation puts the gap between HOMO and LUMO at 11.56 eV. As for the structure (SMILES): CCCCF. The HOMO energy comes out at -0.384 hartree. The total energy is -257.506013 Ha. The largest force on an atom comes out at 7.90 eV/A.